(1)
C5H9NO | the ωB97M-V functional and the def2-TZVPD basis

The HOMO-LUMO gap is 10.69 eV. For the HOMO energy, the calculation gives -9.72 eV. The multiplicity is 1. As for the max |F|: 1.25 eV Å⁻¹. Its SMILES is C=NCCCC=O. The energy above the lowest of the compared OMol25 structures with the same formula, charge and spin comes out at 217.6 kJ/mol. As for the molar mass: 99.13 g/mol.

Element x y z (Å)
O -2.641 -1.053 1.541
C -1.515 -1.191 1.136
C -0.389 -0.233 1.421
C -0.096 0.555 0.141
C 0.745 -0.182 -0.907
C 1.991 1.506 -1.976
N 1.997 0.524 -1.199
H -1.306 -2.058 0.482
H 0.447 -0.819 1.823
H -0.624 0.415 2.258
H 0.415 1.474 0.381
H -1.040 0.959 -0.240
H 1.119 -1.123 -0.506
H 0.187 -0.417 -1.814
H 1.051 1.847 -2.427
H 2.904 2.006 -2.206

=====

(2)
C17H22Cl3FeN5SSi | the ωB97M-V functional and the def2-TZVPD basis

The expectation value of S² is 6.089. The HOMO-LUMO gap (alpha / beta) is 6.31 / 6.72 eV. For the HOMO energy (alpha / beta), the calculation gives -7.46 / -8.28 eV. The multiplicity is 5. As for the max |F|: 1.03 eV Å⁻¹. The energy above the lowest of the compared OMol25 structures with the same formula, charge and spin comes out at 121.6 kJ/mol. As for the molar mass: 518.75 g/mol.

Element x y z (Å)
Fe 0.189 -0.242 -0.175
C -1.746 -4.017 -4.325
C -0.280 -4.191 -3.949
N 0.029 -3.846 -2.560
C -0.087 -2.614 -2.025
S 1.020 -2.249 -0.699
N -0.922 -1.734 -2.476
N -0.908 -0.562 -1.800
C -1.677 0.403 -2.194
C -2.650 0.272 -3.312
C -1.448 1.676 -1.517
C -2.204 2.817 -1.758
C -1.846 4.002 -1.151
C -0.762 4.018 -0.281
C -0.083 2.838 -0.057
N -0.397 1.700 -0.675
H -1.880 -4.288 -5.372
H -2.042 -2.984 -4.181
H -2.385 -4.652 -3.711
H 0.341 -3.583 -4.617
H 0.005 -5.235 -4.071
H 0.746 -4.404 -2.127
H -2.664 -0.752 -3.665
H -2.381 0.943 -4.130
H -3.643 0.532 -2.945
H -3.076 2.759 -2.390
H -2.396 4.911 -1.352
H -0.449 4.926 0.213
H 0.750 2.783 0.633
C 3.085 -0.665 4.581
Si 3.392 0.787 3.415
C 2.824 2.396 4.226
C 5.237 0.903 3.036
C 2.346 0.515 1.920
C 1.521 0.276 1.055
H 3.640 -0.551 5.513
H 3.390 -1.604 4.117
H 2.025 -0.744 4.823
H 3.359 2.574 5.161
H 1.757 2.358 4.449
H 3.000 3.251 3.571
H 5.792 1.054 3.963
H 5.464 1.737 2.371
H 5.608 -0.010 2.569
Cl -4.337 -1.795 2.785
C -3.493 -0.348 2.457
Cl -3.847 0.989 3.459
Cl -4.387 0.540 0.134
C -2.280 -0.419 1.796
N -1.249 -0.469 1.270

=====

(3)
C16H20FeN2O4S2 | the ωB97M-V functional and the def2-TZVPD basis

The expectation value of S² is 6.058. The HOMO-LUMO gap (alpha / beta) is 5.27 / 6.08 eV. For the HOMO energy (alpha / beta), the calculation gives -4.98 / -8.68 eV. The multiplicity is 5. As for the max |F|: 5.67 eV Å⁻¹. The energy above the lowest of the compared OMol25 structures with the same formula, charge and spin comes out at 107.3 kJ/mol. As for the molar mass: 424.32 g/mol.

Element x y z (Å)
C -3.866 -0.101 -3.644
N -2.594 -0.445 -3.048
C -2.158 -1.792 -3.334
C -0.916 -2.137 -2.516
N 0.095 -1.100 -2.643
C 1.380 -1.410 -2.167
S 1.889 -2.984 -1.909
S 2.434 -0.118 -1.880
C -0.358 0.270 -2.454
C -1.583 0.542 -3.310
H -4.111 0.929 -3.364
H -3.861 -0.165 -4.746
H -4.649 -0.769 -3.268
H -2.971 -2.481 -3.061
H -1.956 -1.943 -4.416
H -1.232 -2.273 -1.463
H -0.494 -3.080 -2.891
H -0.634 0.483 -1.398
H 0.418 0.987 -2.771
H -1.278 0.571 -4.376
H -1.989 1.530 -3.053
C 1.626 3.722 3.560
O 1.606 2.331 3.990
C 1.580 1.299 3.122
C 0.790 1.201 1.915
C 1.631 0.935 0.678
C 2.654 -0.115 0.934
C 2.742 -0.636 2.207
C 2.273 0.068 3.393
Fe 0.330 -0.425 3.058
C -0.698 -1.097 1.808
O -1.301 -1.608 0.950
C -0.931 0.155 4.078
O -1.980 0.302 4.572
C 0.562 -1.995 3.822
O 0.430 -3.064 4.263
H 0.945 4.234 4.249
H 2.653 4.071 3.723
H 1.326 3.870 2.512
H -0.071 1.870 1.776
H 0.937 0.695 -0.145
H 2.085 1.900 0.370
H 3.273 -0.528 0.120
H 3.296 -1.566 2.371
H 2.677 -0.133 4.388

=====

(4)
CH5IOSi | the ωB97M-V functional and the def2-TZVPD basis

The HOMO-LUMO gap is 10.00 eV. For the HOMO energy, the calculation gives -9.87 eV. The multiplicity is 1. As for the max |F|: 2.67 eV Å⁻¹. Its SMILES is C[SiH]=O.I. The energy above the lowest of the compared OMol25 structures with the same formula, charge and spin comes out at 274.6 kJ/mol. As for the molar mass: 188.04 g/mol.

Element x y z (Å)
C -1.462 0.272 0.407
O 1.485 0.780 0.569
Si 0.289 -0.015 0.953
I 2.112 -0.785 -2.758
H -1.912 -0.677 0.117
H -2.382 0.603 0.958
H -1.459 0.893 -0.442
H 2.981 -0.071 -1.714
H 0.348 -0.999 1.910

=====

(5)
C2H4S3 | the ωB97M-V functional and the def2-TZVPD basis

The expectation value of S² is 2.006. The HOMO-LUMO gap (alpha / beta) is 7.30 / 6.41 eV. For the HOMO energy (alpha / beta), the calculation gives -6.64 / -9.36 eV. The multiplicity is 3. As for the max |F|: 3.40 eV Å⁻¹. The energy above the lowest of the compared OMol25 structures with the same formula, charge and spin comes out at 97.8 kJ/mol. As for the molar mass: 124.26 g/mol.

Element x y z (Å)
C -0.659 -0.653 -0.959
C 0.583 -0.942 -0.363
S 0.673 -1.391 -2.021
S 1.381 -1.146 0.977
S -0.434 1.891 1.642
H -1.440 -1.387 -0.666
H -0.883 0.340 -1.297
H 0.696 2.599 1.408
H 0.081 0.690 1.279

=====

(6)
C7H10N2O2S | the ωB97M-V functional and the def2-TZVPD basis

The HOMO-LUMO gap is 8.67 eV. For the HOMO energy, the calculation gives -8.12 eV. The multiplicity is 1. As for the max |F|: 5.86 eV Å⁻¹. The energy above the lowest of the compared OMol25 structures with the same formula, charge and spin comes out at 683.8 kJ/mol. As for the molar mass: 186.24 g/mol.

Element x y z (Å)
C 3.754 -0.002 0.897
C 3.129 0.590 -0.567
C 0.726 0.711 -0.262
C -0.556 -1.284 -0.387
C -1.888 -1.570 -0.245
C -4.044 -0.252 0.109
C -1.749 0.674 0.059
H 3.265 0.482 2.165
H 4.077 -1.311 0.937
H 4.766 0.725 0.935
H 3.511 0.143 -1.669
H 2.914 1.922 -0.623
H 0.257 -1.927 -0.554
H -2.662 -2.310 -0.450
H -4.565 -1.228 -0.395
H -4.071 0.911 -0.406
H -4.429 -0.147 1.090
N -0.497 0.131 -0.187
N -2.501 -0.412 0.284
O 1.806 -0.120 -0.305
O 0.949 1.904 -0.484
S -2.194 2.368 0.058

=====

(7)
C29H40AlBN12O6S2 | the ωB97M-V functional and the def2-TZVPD basis

The expectation value of S² is 0.786. The HOMO-LUMO gap (alpha / beta) is 8.19 / 7.76 eV. As for the charge: +1. For the HOMO energy (alpha / beta), the calculation gives -10.04 / -11.42 eV. The multiplicity is 2. As for the max |F|: 0.98 eV Å⁻¹. The energy above the lowest of the compared OMol25 structures with the same formula, charge and spin comes out at 234.1 kJ/mol. As for the molar mass: 754.64 g/mol.

Element x y z (Å)
Al -0.111 0.374 -0.012
C 0.217 -1.558 -3.282
C 0.509 -0.103 -3.165
C 0.863 0.745 -4.220
C 0.792 2.019 -3.708
N 0.437 1.930 -2.419
N 0.295 0.631 -2.063
B -0.164 3.020 -1.521
N 0.601 3.104 -0.165
C 1.068 4.213 0.425
C 0.986 4.052 1.789
C 0.427 2.793 1.988
C -0.127 2.344 3.300
N 0.252 2.191 0.795
N -1.608 2.516 -1.136
C -2.823 3.022 -1.396
C -3.773 2.036 -1.224
C -3.057 0.901 -0.834
C -3.498 -0.516 -0.694
N -1.764 1.217 -0.744
N -0.075 4.330 -2.272
C -0.934 5.077 -3.017
C -0.227 6.101 -3.585
C 1.104 5.909 -3.154
C 2.311 6.725 -3.477
N 1.181 4.841 -2.381
H 1.108 -2.121 -3.548
H -0.513 -1.708 -4.078
H -0.189 -1.950 -2.355
H 1.101 0.458 -5.229
H 0.964 2.970 -4.182
H 1.411 5.043 -0.160
H 1.243 4.760 2.556
H -0.717 3.169 3.698
H 0.654 2.138 4.029
H -0.779 1.487 3.192
H -2.967 4.050 -1.672
H -4.834 2.121 -1.373
H -3.907 -0.860 -1.644
H -4.269 -0.637 0.064
H -2.633 -1.137 -0.459
H -1.974 4.833 -3.130
H -0.604 6.890 -4.211
H 2.025 7.639 -3.993
H 2.995 6.165 -4.115
H 2.847 6.982 -2.564
O -1.652 -6.706 -1.827
C -0.373 -7.026 -1.391
N 0.504 -5.852 -1.329
C 0.094 -4.692 -0.776
O -1.040 -4.543 -0.306
C 1.034 -3.557 -0.802
C 2.122 -3.423 -1.637
C 2.855 -2.259 -1.608
C 2.399 -1.138 -0.795
N 1.120 -1.134 -0.300
C 0.700 -2.437 0.137
H -1.984 -6.015 -1.236
H 0.050 -7.720 -2.116
H -0.389 -7.508 -0.404
H 1.480 -5.984 -1.531
H 2.388 -4.213 -2.327
H 3.775 -2.148 -2.163
H 2.761 -0.158 -1.095
H -0.375 -2.456 0.304
C -2.781 -1.767 2.264
N -1.701 -1.445 3.183
C -1.867 -1.831 4.580
C -0.519 -2.219 5.154
C 0.404 -1.034 4.995
N 0.362 -0.507 3.628
C 1.563 0.234 3.304
C -0.623 -0.768 2.766
O -0.636 -0.322 1.556
H -3.253 -2.690 2.592
H -2.384 -1.918 1.266
H -3.534 -0.976 2.243
H -2.560 -2.669 4.621
H -2.299 -0.997 5.146
H -0.117 -3.072 4.606
H -0.618 -2.487 6.204
H 1.430 -1.339 5.198
H 0.133 -0.227 5.684
H 2.408 -0.433 3.335
H 1.731 1.002 4.062
H 1.498 0.696 2.330
O 3.082 -4.272 0.929
S 2.819 -3.051 1.617
O 1.265 -2.673 1.490
O 3.065 -2.990 3.025
S 3.824 -1.476 0.765

=====

(8)
C4H15NO3 | the ωB97M-V functional and the def2-TZVPD basis

The HOMO-LUMO gap is 9.39 eV. For the HOMO energy, the calculation gives -8.90 eV. The multiplicity is 1. As for the max |F|: 1.39 eV Å⁻¹. Its SMILES is CCCNCO.O.O. The energy above the lowest of the compared OMol25 structures with the same formula, charge and spin comes out at 105.2 kJ/mol. As for the molar mass: 125.17 g/mol.

Element x y z (Å)
C 0.569 0.715 0.440
N -0.219 1.189 -0.704
C -1.634 1.162 -0.559
O -2.215 -0.128 -0.338
C 1.879 0.029 -0.010
C 3.141 0.850 0.237
H -0.013 -0.020 0.979
H 0.768 1.593 1.029
H 0.093 0.887 -1.613
H -1.893 1.703 0.340
H -2.068 1.633 -1.409
H -2.317 -0.637 -1.155
H 1.933 -0.964 0.420
H 1.823 -0.164 -1.084
H 2.966 1.732 0.851
H 3.430 1.298 -0.721
H 3.940 0.276 0.704
H -2.398 -0.974 3.183
H -2.753 0.094 2.202
O -2.020 -0.183 2.768
H -0.858 -2.913 -1.235
H -0.937 -3.510 -2.618
O -1.217 -3.670 -1.708